[1]
Molecular formula: C5H14OS
Method: DFT, ωB97M-V with the def2-TZVPD basis set

Its energy relative to the best compared isomer or geometry (same formula, charge and spin) is 81.1 kJ/mol. For the LUMO energy (alpha / beta), the calculation gives 0.11361 / 0.11585 hartree. For the HOMO energy (alpha / beta), the calculation gives 0.0339 / -0.2007 hartree. The value obtained for the strongest force on any atom is 4.9 eV/A. As for the expectation value of S²: 0.751.

Geometry as ORCA input:
```
! RIJCOSX wB97M-V def2-TZVPD def2/J DEFGRID3
* xyz -1 2
C 0.55 -1.39 1.58
C -0.83 -0.77 1.10
C -0.81 -0.29 -0.28
C 0.37 0.76 -0.60
S 0.72 1.99 0.69
C -0.92 2.95 0.47
H 1.08 -1.58 0.56
H 1.16 -0.71 2.08
H 0.31 -2.49 2.16
H -1.01 -0.01 1.82
H -1.56 -1.53 1.23
H -1.63 0.26 -0.69
H -0.75 -1.14 -1.05
H 1.30 0.16 -0.67
H 0.15 1.32 -1.55
H -0.96 3.29 -0.58
H -0.84 3.86 1.08
H -1.72 2.27 0.76
H 2.61 -2.31 -2.60
H 1.08 -1.96 -2.64
O 1.71 -2.67 -2.86
*
```

---

[2]
Molecular formula: C5H14OSi
Method: DFT, ωB97M-V with the def2-TZVPD basis set

Its energy relative to the best compared isomer or geometry (same formula, charge and spin) is 272.3 kJ/mol. For the LUMO energy, the calculation gives 0.03728 hartree. For the HOMO energy, the calculation gives -0.3607 hartree. The value obtained for the strongest force on any atom is 0.2 eV/A. Its SMILES is COCCCC[SiH3].

Geometry as ORCA input:
```
! RIJCOSX wB97M-V def2-TZVPD def2/J DEFGRID3
* xyz 0 1
C 0.38 0.55 2.26
O -0.35 1.68 1.83
C -1.25 1.39 0.78
C -0.58 1.08 -0.57
C -0.95 -0.28 -1.17
C -0.03 -1.44 -0.76
Si 1.76 -1.27 -1.27
H 1.06 0.18 1.48
H -0.29 -0.27 2.55
H 0.98 0.86 3.11
H -1.91 0.56 1.08
H -1.87 2.29 0.70
H -0.83 1.87 -1.29
H 0.50 1.16 -0.41
H -1.98 -0.52 -0.89
H -0.97 -0.21 -2.26
H -0.07 -1.59 0.32
H -0.40 -2.37 -1.20
H 2.48 -2.55 -1.09
H 2.49 -0.24 -0.49
H 1.84 -0.88 -2.70
*
```

---

[3]
Molecular formula: C5H14OSi2
Method: DFT, ωB97M-V with the def2-TZVPD basis set

Its energy relative to the best compared isomer or geometry (same formula, charge and spin) is 266.9 kJ/mol. For the LUMO energy, the calculation gives -0.01892 hartree. For the HOMO energy, the calculation gives -0.3361 hartree. The value obtained for the strongest force on any atom is 4.8 eV/A. Its SMILES is C/C=C(/C)[SiH2]C.O=[SiH2].

Geometry as ORCA input:
```
! RIJCOSX wB97M-V def2-TZVPD def2/J DEFGRID3
* xyz 0 1
C 2.61 1.80 0.66
C 1.70 1.31 -0.41
C 0.65 0.54 -0.41
C -0.04 0.19 -1.69
Si -0.24 -0.11 1.15
C -0.37 -2.00 1.08
H 3.10 1.01 1.17
H 3.35 2.47 0.29
H 2.13 2.38 1.43
H 1.86 1.76 -1.38
H -0.46 -0.80 -1.61
H -0.93 0.95 -1.82
H 0.62 0.25 -2.59
H -1.46 0.39 1.57
H 0.69 0.00 2.36
H -1.19 -2.24 0.30
H 0.43 -2.76 0.77
H -0.62 -2.20 2.07
O -3.44 -0.73 -0.35
Si -3.64 0.73 -0.57
H -3.93 1.41 -1.89
H -3.80 1.74 0.58
*
```

---

[4]
Molecular formula: C5H14S
Method: DFT, ωB97M-V with the def2-TZVPD basis set

Its energy relative to the best compared isomer or geometry (same formula, charge and spin) is 38.1 kJ/mol. For the LUMO energy, the calculation gives 0.03603 hartree. For the HOMO energy, the calculation gives -0.3103 hartree. The value obtained for the strongest force on any atom is 0.9 eV/A. Its SMILES is CCSC.CC.

Geometry as ORCA input:
```
! RIJCOSX wB97M-V def2-TZVPD def2/J DEFGRID3
* xyz 0 1
C -0.90 2.19 -0.34
C 0.07 2.60 -1.46
S 1.75 1.91 -1.29
C 1.48 0.13 -1.20
H -0.56 1.29 0.17
H -1.90 2.07 -0.75
H -0.94 2.98 0.41
H -0.32 2.37 -2.45
H 0.32 3.65 -1.42
H 0.66 -0.25 -1.82
H 2.42 -0.32 -1.50
H 1.22 -0.19 -0.19
C 0.05 -2.21 2.10
C -0.87 -2.37 0.87
H 0.25 -1.17 2.33
H -0.40 -2.68 2.97
H 0.97 -2.76 1.94
H -0.41 -3.00 0.10
H -1.08 -1.42 0.38
H -1.82 -2.81 1.15
*
```

---

[5]
Molecular formula: C5H14S
Method: DFT, ωB97M-V with the def2-TZVPD basis set

Its energy relative to the best compared isomer or geometry (same formula, charge and spin) is 93.6 kJ/mol. For the LUMO energy, the calculation gives 0.03389 hartree. For the HOMO energy, the calculation gives -0.3045 hartree. The value obtained for the strongest force on any atom is 2.0 eV/A. Its SMILES is CCSC.CC.

Geometry as ORCA input:
```
! RIJCOSX wB97M-V def2-TZVPD def2/J DEFGRID3
* xyz 0 1
C -1.19 0.05 -2.49
C -1.03 -1.42 -2.21
S 0.38 -2.00 -1.15
C 1.41 -0.52 -0.99
H -1.64 0.70 -1.75
H -1.83 0.19 -3.36
H -0.25 0.42 -2.90
H -1.78 -1.81 -1.55
H -1.18 -2.04 -3.09
H 0.78 0.34 -0.76
H 2.09 -0.63 -0.15
H 1.89 -0.29 -1.94
C -0.42 0.62 2.95
C 1.00 1.13 2.61
H -0.69 0.87 3.97
H -1.14 0.89 2.18
H -0.32 -0.46 3.06
H 0.97 1.38 1.55
H 1.76 0.46 2.98
H 1.18 2.12 3.04
*
```

---

[6]
Molecular formula: C5H14Si
Method: DFT, ωB97M-V with the def2-TZVPD basis set

Its energy relative to the best compared isomer or geometry (same formula, charge and spin) is 0.0 kJ/mol. For the LUMO energy, the calculation gives 0.03143 hartree. For the HOMO energy, the calculation gives -0.3691 hartree. The value obtained for the strongest force on any atom is 2.7 eV/A. Its SMILES is C[SiH2]C(C)(C)C.

Geometry as ORCA input:
```
! RIJCOSX wB97M-V def2-TZVPD def2/J DEFGRID3
* xyz 0 1
C 0.35 2.09 1.43
Si 1.17 0.71 0.42
C -0.11 -0.51 -0.33
C -1.25 -0.80 0.65
C -0.71 0.12 -1.60
C 0.57 -1.81 -0.72
H -0.29 2.70 0.80
H -0.26 1.71 2.25
H 1.11 2.73 1.85
H 2.41 -0.01 1.43
H 1.95 1.30 -0.67
H -1.97 -1.49 0.21
H -0.86 -1.25 1.56
H -1.78 0.11 0.92
H 0.07 0.32 -2.33
H -1.22 1.06 -1.37
H -1.43 -0.55 -2.05
H -0.13 -2.49 -1.20
H 1.39 -1.63 -1.41
H 0.98 -2.31 0.16
*
```

---

[7]
Molecular formula: C5H15BNO2
Method: DFT, ωB97M-V with the def2-TZVPD basis set

Its energy relative to the best compared isomer or geometry (same formula, charge and spin) is 38.8 kJ/mol. For the LUMO energy, the calculation gives -0.09855 hartree. For the HOMO energy, the calculation gives -0.5575 hartree. The value obtained for the strongest force on any atom is 4.5 eV/A. Its SMILES is C[N+](C)(C)CCB(O)O.

Geometry as ORCA input:
```
! RIJCOSX wB97M-V def2-TZVPD def2/J DEFGRID3
* xyz 1 1
C -2.18 1.19 -0.69
N -1.02 0.65 0.11
C -1.46 0.00 1.33
C -0.17 1.75 0.57
C -0.22 -0.28 -0.88
C 0.68 -1.48 -0.45
B 2.28 -1.35 -0.43
O 2.76 -0.25 0.31
O 3.00 -2.39 -0.98
H -1.75 1.96 -1.46
H -2.78 0.38 -1.11
H -2.85 1.79 -0.05
H -1.66 -1.04 1.03
H -0.52 -0.10 2.04
H -2.28 0.34 1.96
H 0.86 1.27 1.00
H 0.08 2.50 -0.18
H -0.76 2.20 1.40
H 0.58 0.44 -1.27
H -0.96 -0.66 -1.60
H 0.49 -2.31 -1.17
H 0.38 -1.98 0.46
H 3.64 -0.19 0.61
H 3.86 -2.46 -0.54
*
```

---

[8]
Molecular formula: C5H15BSi
Method: DFT, ωB97M-V with the def2-TZVPD basis set

Its energy relative to the best compared isomer or geometry (same formula, charge and spin) is 82.4 kJ/mol. For the LUMO energy, the calculation gives 0.01404 hartree. For the HOMO energy, the calculation gives -0.3806 hartree. The value obtained for the strongest force on any atom is 4.0 eV/A. Its SMILES is CCB(C)C[SiH2]C.

Geometry as ORCA input:
```
! RIJCOSX wB97M-V def2-TZVPD def2/J DEFGRID3
* xyz 0 1
C -0.89 -0.81 2.53
C -0.31 0.54 2.02
B -0.13 0.60 0.46
C -1.56 1.07 -0.32
C 1.20 0.89 -0.34
Si 1.70 -0.69 -1.21
C 0.62 -0.96 -2.73
H -0.22 -1.62 2.47
H -1.73 -1.01 1.99
H -1.21 -0.66 3.67
H 0.71 0.60 2.56
H -1.02 1.23 2.48
H -1.69 2.08 -0.60
H -2.40 0.89 0.50
H -1.87 0.66 -1.24
H 1.08 1.75 -0.99
H 1.97 1.17 0.25
H 3.11 -0.98 -1.66
H 1.44 -1.87 -0.55
H 0.92 -1.82 -3.50
H -0.41 -1.04 -2.53
H 0.70 -0.02 -3.25
*
```

---

[9]
Molecular formula: C5H15CeFN3O4P
Method: DFT, ωB97M-V with the def2-TZVPD basis set

For the LUMO energy (alpha / beta), the calculation gives -0.60160 / -0.58629 hartree. For the HOMO energy (alpha / beta), the calculation gives -0.6892 / -0.6808 hartree. The value obtained for the strongest force on any atom is 7.6 eV/A. As for the expectation value of S²: 0.971.

Geometry as ORCA input:
```
! RIJCOSX wB97M-V def2-TZVPD def2/J DEFGRID3
* xyz 3 2
C -2.93 -2.68 0.52
C -1.55 -2.73 -0.26
C -0.58 -1.54 0.09
F 0.63 -1.71 -0.64
O -0.33 -1.46 1.52
P 1.13 -0.76 1.89
O 1.05 -0.40 3.44
O 2.38 -1.86 1.72
O 1.53 0.57 0.97
C 0.44 1.56 0.86
C 0.60 2.21 -0.61
N 1.94 2.84 -0.61
N -0.37 3.27 -0.89
N 0.55 1.06 -1.58
H -3.47 -1.72 0.28
H -2.85 -2.81 1.63
H -3.59 -3.52 0.14
H -1.07 -3.73 -0.07
H -1.80 -2.68 -1.36
H -1.12 -0.58 -0.19
H 3.10 -1.33 1.31
H 0.65 2.41 1.58
H -0.59 1.13 1.03
H 2.02 3.51 -1.38
H 2.66 2.11 -0.72
H -0.35 3.93 -0.11
H -1.31 2.89 -1.02
H 1.44 0.53 -1.62
H 0.20 1.34 -2.52
Ce 1.59 0.17 -3.40
*
```

---

[10]
Molecular formula: C5H15N2
Method: DFT, ωB97M-V with the def2-TZVPD basis set

Its energy relative to the best compared isomer or geometry (same formula, charge and spin) is 332.4 kJ/mol. For the LUMO energy, the calculation gives -0.10371 hartree. For the HOMO energy, the calculation gives -0.5011 hartree. The value obtained for the strongest force on any atom is 4.2 eV/A. Its SMILES is CNC[C@H](C)[NH2+]C.

Geometry as ORCA input:
```
! RIJCOSX wB97M-V def2-TZVPD def2/J DEFGRID3
* xyz 1 1
C -1.26 -2.35 0.53
N -0.22 -1.63 -0.31
C 1.03 -1.05 0.14
C 0.78 0.66 0.05
C 0.79 1.28 1.53
N -0.57 0.94 -0.54
C -0.34 1.70 -1.90
H -2.26 -2.22 0.04
H -0.75 -3.34 0.71
H -1.44 -1.67 1.42
H 0.04 -2.22 -1.03
H 1.79 -1.43 -0.65
H 1.26 -1.26 1.20
H 1.58 1.15 -0.51
H 1.68 1.32 2.06
H 0.50 2.37 1.80
H 0.22 0.69 2.27
H -1.03 1.66 0.06
H -1.03 -0.09 -0.63
H 0.73 1.77 -2.28
H -0.84 1.03 -2.47
H -0.66 2.68 -1.50
*
```

---

[11]
Molecular formula: C5H15N2
Method: DFT, ωB97M-V with the def2-TZVPD basis set

Its energy relative to the best compared isomer or geometry (same formula, charge and spin) is 165.7 kJ/mol. For the LUMO energy, the calculation gives -0.12864 hartree. For the HOMO energy, the calculation gives -0.5184 hartree. The value obtained for the strongest force on any atom is 3.4 eV/A. Its SMILES is CCC[C@H]([NH3+])CN.

Geometry as ORCA input:
```
! RIJCOSX wB97M-V def2-TZVPD def2/J DEFGRID3
* xyz 1 1
C -1.43 0.89 -2.03
C -1.72 1.04 -0.58
C -0.40 1.04 0.27
C 0.40 -0.25 0.28
N -0.45 -1.43 0.90
C 1.74 -0.16 1.03
N 2.55 -1.35 0.55
H -1.03 -0.09 -2.33
H -0.85 1.76 -2.45
H -2.32 0.88 -2.63
H -2.14 2.12 -0.53
H -2.53 0.34 -0.22
H 0.16 2.05 0.10
H -0.88 1.14 1.23
H 0.76 -0.63 -0.72
H -1.43 -1.53 0.47
H 0.12 -2.39 0.72
H -0.69 -1.32 1.90
H 2.11 0.81 0.62
H 1.66 0.05 2.07
H 3.36 -1.11 0.08
H 3.02 -1.87 1.29
*
```

---

[12]
Molecular formula: C5H15N2
Method: DFT, ωB97M-V with the def2-TZVPD basis set

Its energy relative to the best compared isomer or geometry (same formula, charge and spin) is 64.5 kJ/mol. For the LUMO energy, the calculation gives -0.10311 hartree. For the HOMO energy, the calculation gives -0.4987 hartree. The value obtained for the strongest force on any atom is 1.0 eV/A.

Geometry as ORCA input:
```
! RIJCOSX wB97M-V def2-TZVPD def2/J DEFGRID3
* xyz 1 1
C 2.97 0.56 1.02
C 1.68 -0.20 0.79
N 1.59 -0.77 -0.60
H 3.02 1.47 0.42
H 3.05 0.83 2.07
H 3.85 -0.06 0.83
H 1.57 -1.04 1.47
H 0.83 0.47 0.94
H 2.31 -1.47 -0.69
H 1.78 -0.02 -1.24
C -2.89 1.58 0.07
C -2.19 0.51 -0.70
C -1.71 -0.59 -0.13
N -0.92 -1.54 -0.91
H -2.97 1.32 1.13
H -2.37 2.53 0.00
H -3.91 1.70 -0.31
H -1.99 0.70 -1.75
H -1.72 -0.82 0.93
H -1.15 -1.42 -1.89
H 0.27 -1.25 -0.78
H -1.10 -2.51 -0.66
*
```

---

> What is the formula in the tenth record?

C5H15N2